Density functional theory data (ωB97M-V with the def2-TZVPD basis set) for 3 unconnected molecules or ions with the total composition C20H46BBrNO11S2 at a distorted geometry.

Cartesian coordinates (Å):
Br: 0.056 0.627 -2.465
S: -2.790 -1.121 4.587
S: -4.976 -0.673 -1.105
O: 0.537 0.030 0.440
O: -1.657 -0.374 4.144
O: 2.691 -0.303 -0.223
O: 3.183 1.790 -1.102
O: -5.634 -1.169 -2.471
O: -2.626 -2.335 5.329
O: 3.818 -0.360 -2.295
O: -3.756 -0.151 5.414
O: -3.668 -1.233 -0.991
O: 6.356 0.225 -0.854
O: -5.929 -0.835 -0.046
N: 2.412 0.973 1.664
C: 0.955 -2.089 1.650
C: 7.459 0.319 0.007
C: 1.925 1.843 -0.545
C: -5.632 -2.586 -2.728
C: -2.291 1.113 6.926
C: 4.586 0.229 -3.313
C: -4.856 1.033 -1.519
C: 3.863 1.219 -4.210
C: 5.119 0.403 -0.138
C: 2.793 0.632 -5.179
C: -6.712 -3.316 -1.954
C: 0.056 4.313 -0.372
C: -3.846 -1.394 3.210
C: -3.414 0.103 6.788
C: -0.362 2.871 -0.712
C: 1.837 0.567 0.379
C: 0.546 -3.118 0.604
C: 2.567 -0.874 -5.098
C: 0.755 2.158 -1.452
C: 0.187 -0.788 1.540
B: 3.747 0.408 -1.054
H: 3.477 -1.419 -5.298
H: 1.333 -3.862 0.525
H: 5.053 -0.410 0.595
H: -4.325 0.489 7.244
H: -4.169 1.141 -2.354
H: 4.963 -0.575 -3.948
H: 3.417 2.025 -3.641
H: 0.196 -0.265 2.490
H: 5.478 0.725 -2.922
H: -1.350 0.712 6.553
H: -2.157 1.383 7.974
H: 2.176 -1.117 -4.120
H: 1.867 1.173 -5.035
H: -4.745 -1.907 3.541
H: 0.728 -2.504 2.633
H: -4.643 -2.996 -2.519
H: -4.084 -0.432 2.764
H: -3.297 -2.008 2.499
H: -2.514 2.014 6.354
H: -5.805 -2.683 -3.798
H: -6.767 -4.355 -2.280
H: 1.725 1.423 2.258
H: -7.681 -2.842 -2.109
H: 0.903 4.606 -0.982
H: 2.028 -1.958 1.610
H: -0.745 5.015 -0.566
H: -3.169 -0.836 7.287
H: 0.416 -2.683 -0.380
H: 4.633 1.678 -4.831
H: -6.507 -3.304 -0.884
H: -4.470 1.548 -0.642
H: 2.839 0.180 2.126
H: 7.367 -0.447 0.782
H: 7.501 1.306 0.476
H: 8.354 0.147 -0.581
H: 5.159 1.322 0.454
H: -1.180 2.943 -1.419
H: 3.108 0.851 -6.199
H: 0.403 4.382 0.651
H: -0.338 -3.663 0.918
H: -5.846 1.403 -1.771
H: -0.853 -1.055 1.363
H: -0.644 2.326 0.180
H: 1.118 2.843 -2.206
H: 1.966 2.687 0.155
H: 1.784 -1.140 -5.804

- Calculated total energy: -5067.3906 hartree
- Total charge: -1
- Frontier orbital gap: 6.8715 eV

Density functional theory data (ωB97M-V with the def2-TZVPD basis set) for a gas-phase ion, C6H9N (charge +1).

Cartesian coordinates (Å):
N: -0.491 0.329 -1.312
C: 0.903 -0.692 0.161
C: -0.759 0.824 -0.081
C: 0.095 0.162 0.857
C: 0.531 -0.565 -1.210
C: 1.858 -1.719 0.671
C: -1.818 1.809 0.153
H: 0.015 0.264 1.925
H: -0.950 0.600 -2.168
H: 2.887 -1.367 0.686
H: -1.825 2.586 -0.608
H: 1.551 -2.024 1.672
H: -1.758 2.273 1.131
H: 0.757 -1.206 -2.047
H: 1.817 -2.614 0.051
H: -2.814 1.338 0.116

- Spin multiplicity: 2
- Calculated total energy: -288.5032 hartree
- Expectation value of S²: 0.762
- Total charge: +1
- Frontier orbital gap (spin up / spin down): 10.8859 / 7.8113 eV
- Energy above the lowest of the compared OMol25 structures with the same formula, charge and spin: 0.0 kcal per mole

Density functional theory data (ωB97M-V with the def2-TZVPD basis set) for C14H16N2O2S2 in the gas phase at a distorted geometry.

Cartesian coordinates (Å):
S: 1.575 -1.207 3.829
S: -1.190 -0.458 2.540
O: -3.040 0.443 -0.799
O: 3.372 -0.938 1.389
N: -3.129 1.330 1.180
N: -4.110 1.202 -0.830
C: -2.430 0.605 0.361
C: -4.132 1.816 0.298
C: 2.283 0.468 3.834
C: 0.454 0.113 -1.294
C: 2.708 -0.848 -0.936
C: -5.143 2.880 0.584
C: 1.090 -0.663 1.098
C: 0.794 -2.390 -1.692
C: 2.398 -1.037 0.594
C: -1.176 0.005 0.762
C: 0.565 -0.900 2.365
C: 0.135 -0.063 0.160
C: 1.687 -0.756 -3.296
C: 1.478 -1.016 -1.847
H: -5.905 2.961 -0.292
H: 3.635 -1.455 -1.162
H: 1.451 1.134 4.199
H: -4.584 3.813 0.468
H: 0.963 -1.014 -4.030
H: 2.489 -1.381 -3.500
H: 3.144 0.217 -1.049
H: 0.950 -2.864 -0.766
H: 1.152 -3.184 -2.381
H: 2.625 0.764 2.812
H: 2.000 0.255 -3.526
H: 3.172 0.486 4.492
H: -0.237 -2.362 -1.901
H: -0.416 0.098 -1.782
H: 0.879 1.095 -1.500
H: -5.507 2.852 1.620

- Calculated total energy: -1599.3399 hartree
- Total charge: 0
- Frontier orbital gap: 8.1429 eV
- Energy above the lowest of the compared OMol25 structures with the same formula, charge and spin: 96.2 kcal per mole

Density functional theory data (ωB97M-V with the def2-TZVPD basis set) for a gas-phase ion, C8H12NO3 (charge +1) at a distorted geometry.

Cartesian coordinates (Å):
O: -4.179 0.635 -0.304
O: 0.797 1.485 1.013
O: 2.448 0.264 -0.011
N: -0.976 -0.123 0.838
C: -3.075 0.562 -0.577
C: -0.045 -1.037 -1.115
C: 0.303 -0.656 0.298
C: -0.704 0.206 -1.654
C: -1.794 0.355 -0.680
C: 1.247 0.462 0.490
C: -1.733 -1.105 1.681
C: 3.509 1.247 -0.135
H: 0.573 -1.571 0.817
H: -1.325 -1.125 2.661
H: -1.081 0.076 -2.745
H: 3.985 0.878 -1.041
H: 0.885 -1.303 -1.626
H: 3.099 2.316 -0.422
H: 0.073 1.049 -1.639
H: -0.861 0.835 1.358
H: -2.720 -0.730 1.965
H: 4.161 1.250 0.714
H: -1.722 -2.148 1.331
H: -0.863 -1.820 -1.216

- Calculated total energy: -592.1663 hartree
- Total charge: +1
- Frontier orbital gap: 8.8451 eV
- Energy above the lowest of the compared OMol25 structures with the same formula, charge and spin: 37.4 kcal per mole

Density functional theory data (ωB97M-V with the def2-TZVPD basis set) for a molecular structure, C22H32F4K2N2O26S4 at a distorted geometry.

Cartesian coordinates (Å):
K: 11.023 0.422 -20.239
K: 11.881 3.862 -20.484
S: 14.326 2.217 -18.581
S: 8.068 3.027 -19.815
S: 14.450 0.777 -20.383
S: 9.490 2.933 -17.878
F: 13.452 0.332 -21.667
F: 10.751 2.072 -17.426
F: 13.350 3.379 -18.150
F: 8.732 3.297 -21.210
O: 5.694 4.171 -23.984
O: 12.578 7.857 -17.477
O: 15.697 1.200 -20.993
O: 6.167 4.997 -21.866
O: 5.062 8.781 -18.804
O: 10.976 2.537 -14.143
O: 12.096 9.581 -18.797
O: 2.349 0.813 -21.354
O: 15.614 2.894 -18.776
O: 14.466 -0.518 -19.683
O: 14.256 1.242 -17.493
O: 7.205 1.885 -20.168
O: 5.172 6.693 -19.471
O: 6.775 -2.313 -18.793
O: 3.561 8.079 -20.362
O: 3.575 -1.012 -20.877
O: 8.444 2.203 -17.165
O: 4.917 -2.168 -17.477
O: 6.803 -1.080 -16.996
O: 13.248 2.855 -14.434
O: 1.354 -1.349 -21.363
O: 10.915 9.102 -17.077
O: 7.532 4.298 -19.312
O: 7.693 5.054 -23.561
O: 11.775 4.366 -15.281
O: 9.852 4.271 -17.482
N: 9.620 2.555 -19.292
N: 13.411 1.728 -19.869
C: 6.096 -1.928 -17.654
C: 8.206 -2.144 -18.586
C: 4.434 0.053 -20.551
C: 6.321 4.294 -25.306
C: 5.950 8.207 -17.948
C: 2.376 -0.589 -21.243
C: 4.567 7.871 -19.649
C: 11.644 1.697 -13.232
C: 11.828 8.854 -17.902
C: 10.926 8.099 -16.108
C: 8.125 -1.004 -17.463
C: 9.518 7.375 -15.989
C: 5.900 6.673 -18.221
C: 8.968 4.206 -25.311
C: 7.701 4.983 -24.938
C: 6.514 4.814 -22.988
C: 3.678 1.260 -21.115
C: 12.028 3.307 -14.705
C: 3.639 2.370 -20.016
C: 11.973 7.142 -16.567
C: 13.173 1.736 -13.593
C: 8.962 -1.153 -16.123
H: 5.461 6.032 -17.457
H: 11.669 2.104 -12.221
H: 8.184 -0.090 -18.054
H: 11.171 8.478 -15.116
H: 4.713 -0.042 -19.502
H: 7.599 6.019 -25.260
H: 9.116 -0.106 -15.864
H: 8.372 -1.652 -15.354
H: 8.489 -3.111 -18.169
H: 11.150 0.742 -13.055
H: 9.010 4.067 -26.391
H: 3.737 1.865 -19.055
H: 5.887 4.979 -26.035
H: 8.752 -1.960 -19.511
H: 6.500 3.468 -25.993
H: 8.811 3.235 -24.842
H: 9.810 4.630 -24.763
H: 4.040 1.707 -22.041
H: 13.904 1.913 -12.804
H: 8.676 7.977 -15.646
H: 11.699 6.290 -17.189
H: 4.382 3.168 -20.024
H: 5.865 8.579 -16.927
H: 9.352 6.596 -15.245
H: 9.907 -1.673 -16.279
H: 6.945 6.411 -18.385
H: 13.529 0.859 -14.133
H: 6.895 8.672 -18.229
H: 5.322 -0.006 -21.182
H: 9.363 6.927 -16.971
H: 12.791 6.916 -15.882
H: 2.745 2.993 -20.034

- Calculated total energy: -6115.2254 hartree
- Total charge: 0
- Frontier orbital gap: 8.4196 eV

Density functional theory data (ωB97M-V with the def2-TZVPD basis set) for a gas-phase ion, C18H15F3NO4S2 (charge -1) at a distorted geometry.

Cartesian coordinates (Å):
S: -1.373 -1.707 -3.931
S: 1.471 1.557 0.454
F: -3.417 -3.271 -3.060
F: -3.969 -1.266 -3.799
F: -3.235 -2.842 -5.237
O: 2.231 1.820 1.657
O: 2.179 1.514 -0.789
O: -0.794 -3.868 -2.127
O: -0.803 0.551 -2.653
N: -1.568 -1.605 -2.113
C: 2.664 -2.729 3.122
C: -3.080 -2.314 -3.964
C: 2.643 -1.088 1.346
C: -0.907 -0.403 -1.887
C: 0.139 -0.750 -0.798
C: 1.262 -2.630 3.222
C: 3.348 -1.983 2.135
C: 0.274 2.890 0.369
C: 0.599 -1.689 2.444
C: 1.264 -0.920 1.468
C: 0.143 3.747 1.460
C: -0.546 3.035 -0.741
C: -1.521 4.036 -0.764
C: -0.825 4.755 1.451
C: 0.448 0.039 0.564
C: -0.087 -2.228 -0.509
C: -1.657 4.895 0.334
C: -0.895 -2.770 -1.631
H: -0.659 -2.304 0.415
H: -0.757 -0.093 -0.482
H: 3.185 -3.376 3.807
H: -0.384 0.464 1.184
H: 3.191 -0.600 0.526
H: -2.419 5.681 0.331
H: 0.686 -3.201 3.969
H: 0.813 3.628 2.323
H: 4.445 -2.064 2.072
H: -0.435 2.352 -1.602
H: 1.059 -0.465 -1.337
H: -0.499 -1.615 2.450
H: -2.164 4.146 -1.636
H: -0.910 5.416 2.310
H: 0.859 -2.746 -0.354

- Calculated total energy: -2146.3918 hartree
- Total charge: -1
- Frontier orbital gap: 4.3440 eV
- Energy above the lowest of the compared OMol25 structures with the same formula, charge and spin: 43.1 kcal per mole